(1)
{
  "formula": "C5H10BrNO2",
  "method": "the ωB97M-V functional and the def2-TZVPD basis",
  "elements": ["C", "N", "C", "C", "O", "O", "C", "C", "Br", "H", "H", "H", "H", "H", "H", "H", "H", "H", "H"],
  "coordinates": [[-2.00, 0.38, 0.87], [-1.09, 0.35, -0.25], [0.33, 0.43, 0.07], [0.94, 1.81, -0.41], [2.06, 2.15, -0.11], [0.03, 2.53, -1.04], [1.31, -0.76, -0.40], [0.63, -2.15, -0.25], [2.95, -0.73, 0.67], [-1.72, 1.35, 1.51], [-3.06, 0.25, 0.66], [-1.60, -0.27, 1.61], [-1.42, -0.39, -0.89], [0.36, 0.53, 1.15], [-0.77, 2.02, -0.94], [1.47, -0.46, -1.45], [0.56, -2.17, 0.79], [-0.21, -2.00, -0.91], [1.22, -2.87, -0.66]],
  "e_tot_ha": -2975.7277,
  "de_lowest_ev": 0.000,
  "molar_mass_g_mol": 196.04,
  "smiles": "CN[C@H](C(=O)O)[C@H](C)Br"
}

=====

(2)
{
  "formula": "C5H10CdFI2NO2",
  "method": "the ωB97M-V functional and the def2-TZVPD basis",
  "elements": ["N", "C", "C", "O", "C", "I", "C", "O", "C", "F", "I", "H", "H", "H", "H", "H", "H", "H", "H", "H", "H", "Cd"],
  "coordinates": [[3.47, 0.24, 0.50], [2.08, 0.16, -0.06], [1.19, -0.98, 0.65], [0.30, -1.65, -0.25], [-0.76, -0.81, -0.69], [-1.10, -1.36, -2.79], [-2.17, -1.07, 0.06], [-3.05, -0.03, -0.42], [-3.02, 1.10, 0.41], [-4.31, 1.41, 0.89], [-2.28, 2.88, -0.62], [3.99, 0.88, -0.14], [3.38, 0.80, 1.37], [2.06, 0.09, -1.20], [1.55, 1.14, 0.19], [1.93, -1.76, 1.02], [0.66, -0.57, 1.57], [-0.55, 0.30, -0.61], [-2.09, -1.12, 1.18], [-2.57, -2.04, -0.36], [-2.36, 0.97, 1.31], [3.65, 1.42, -2.02]],
  "e_tot_ha": -1263.8123,
  "charge": 2,
  "molar_mass_g_mol": 501.36
}

=====

(3)
{
  "formula": "C5H10ClF",
  "method": "the ωB97M-V functional and the def2-TZVPD basis",
  "elements": ["C", "C", "C", "C", "C", "F", "Cl", "H", "H", "H", "H", "H", "H", "H", "H", "H", "H"],
  "coordinates": [[0.76, 1.86, -0.40], [-1.71, -0.24, -0.26], [0.10, -1.25, 1.30], [1.13, 0.37, -0.81], [-0.40, -0.92, -0.07], [-0.31, -2.03, -0.90], [2.63, -0.17, -0.20], [-0.32, 1.87, -0.18], [1.10, 2.46, -1.13], [1.28, 1.98, 0.47], [-1.64, 0.35, -1.30], [-2.34, -1.13, -0.28], [-1.89, 0.57, 0.53], [0.99, -2.01, 1.20], [-0.84, -1.48, 1.91], [0.49, -0.31, 1.89], [0.97, 0.07, -1.78]],
  "e_tot_ha": -756.4631,
  "de_lowest_ev": 2.318,
  "molar_mass_g_mol": 124.59
}